Entry 1:
{
  "formula": "C17H13AuN2O2Se2Te2",
  "method": "ωB97M-V/def2-TZVPD",
  "orbital_gap_ha": 0.206,
  "symbols": ["Au", "C", "O", "C", "C", "C", "C", "C", "C", "N", "N", "C", "C", "O", "C", "C", "C", "C", "C", "C", "C", "C", "H", "H", "H", "H", "H", "H", "H", "H", "H", "H", "H", "H", "H", "Se", "Te", "Te", "Se"],
  "coordinates": [[-0.86247, 2.32442, 0.01330], [-3.10288, 2.17307, -3.08403], [-2.16725, 1.40891, -2.34245], [-2.51910, 0.14608, -1.99326], [-3.64310, -0.51066, -2.47446], [-3.89248, -1.81964, -2.08882], [-3.03645, -2.48397, -1.22618], [-1.91926, -1.83305, -0.73369], [-1.65819, -0.52277, -1.10589], [-0.56933, 0.21541, -0.58260], [0.38750, -0.45606, -0.13559], [1.50225, 0.12866, 0.39521], [1.86629, 1.47063, 0.16276], [1.14472, 2.31862, -0.50185], [3.14178, 1.91524, 0.62777], [3.96935, 1.08665, 1.30945], [3.62271, -0.27093, 1.57200], [4.49384, -1.12171, 2.28140], [4.16262, -2.43066, 2.50835], [2.93942, -2.92445, 2.02759], [2.07175, -2.11392, 1.34244], [2.38982, -0.76288, 1.09804], [-4.05431, 2.24839, -2.55109], [-3.26348, 1.74333, -4.07504], [-2.66291, 3.16116, -3.18931], [-4.32201, -0.01367, -3.15022], [-4.77269, -2.31973, -2.46972], [-3.24287, -3.50189, -0.92669], [-1.24795, -2.31893, -0.04012], [3.40024, 2.94472, 0.42288], [4.92374, 1.45205, 1.66961], [5.43451, -0.71950, 2.63746], [4.83503, -3.08173, 3.05012], [2.67811, -3.96075, 2.19733], [1.13481, -2.50926, 0.97801], [-0.65164, 4.30099, 1.44028], [-0.49277, 2.82271, 3.39427], [-2.81309, 1.37185, 2.86734], [-3.20426, 2.44327, 0.67536]]
}

Entry 2:
{
  "formula": "C4H13NO3",
  "method": "ωB97M-V/def2-TZVPD",
  "smiles": "CC(C)C(N)=O.O.O",
  "orbital_gap_ha": 0.393,
  "symbols": ["C", "C", "C", "C", "N", "O", "H", "H", "H", "H", "H", "H", "H", "H", "H", "O", "H", "H", "O", "H", "H"],
  "coordinates": [[-1.77048, -1.86196, -0.91172], [-0.56007, -0.93572, -0.91981], [-0.98780, 0.48621, -0.57191], [0.50713, -1.37426, 0.05680], [0.07450, -2.10868, 1.14946], [1.69345, -1.14911, -0.09208], [-2.24923, -1.69813, -1.89677], [-1.53704, -2.91956, -1.01288], [-2.57502, -1.62051, -0.21786], [-0.07672, -0.86633, -1.87486], [-1.56076, 0.52130, 0.36456], [-1.82360, 0.75039, -1.25314], [-0.32575, 1.32820, -0.74699], [-0.90603, -2.09863, 1.32096], [0.58816, -1.90957, 1.99171], [1.34318, 3.90241, 1.82383], [1.11198, 3.08355, 2.27160], [1.14531, 3.73602, 0.89650], [2.40248, 1.91487, -0.25317], [2.15874, 0.99184, -0.05600], [3.34757, 1.82771, -0.06823]]
}

Entry 3:
{
  "formula": "C2H6N2OS",
  "method": "ωB97M-V/def2-TZVPD",
  "smiles": "[H]/N=C(\\CO)NS",
  "orbital_gap_ha": 0.370,
  "symbols": ["H", "N", "C", "C", "O", "N", "S", "H", "H", "H", "H", "H"],
  "coordinates": [[-2.11092, 1.45450, -0.41434], [-1.12140, 1.63822, -0.14926], [-0.50497, 0.55611, 0.06194], [-1.05445, -0.87441, 0.03647], [-2.44471, -0.86232, -0.09258], [0.86809, 0.70418, 0.36240], [2.07905, -0.40332, -0.18146], [-0.77725, -1.44555, 0.91079], [-0.63919, -1.34638, -0.87958], [-2.81305, -0.79977, 0.82314], [1.09652, 1.62440, 0.08532], [2.66662, -0.62242, 1.03623]]
}

Entry 4:
{
  "formula": "C6H6N4S4SbSe3TcTe",
  "method": "ωB97M-V/def2-TZVPD",
  "charge": 2,
  "orbital_gap_ha": [0.206, 0.205],
  "symbols": ["Tc", "N", "C", "C", "N", "C", "C", "N", "C", "C", "N", "H", "H", "H", "H", "H", "H", "Se", "Se", "Te", "Se", "S", "Sb", "S", "S", "S"],
  "coordinates": [[1.52436, 0.17843, 0.59993], [-2.65037, 0.34012, 0.50293], [-2.53137, 1.64325, 0.91244], [-1.19958, 1.87331, 1.08021], [-0.51414, 0.72516, 0.77557], [-1.41883, -0.18848, 0.42581], [-0.90284, -1.46538, 0.02391], [0.42250, -1.56863, -0.00482], [0.71616, -2.83999, -0.41394], [-0.45228, -3.51173, -0.62910], [-1.46108, -2.63092, -0.35006], [-3.51903, -0.11362, 0.26630], [-3.37902, 2.28791, 1.06535], [-0.69885, 2.77129, 1.39547], [1.72519, -3.19730, -0.51893], [-0.63210, -4.52412, -0.94622], [-2.44410, -2.84936, -0.38814], [3.44280, -1.21435, 1.19941], [2.02231, -0.91651, 3.00723], [2.70331, 1.42927, 3.83392], [2.33064, 2.27653, 1.54597], [2.62817, 2.82806, -3.82317], [0.14977, 3.28168, -3.98667], [2.91115, 2.37425, -1.88404], [1.73241, 0.77112, -1.57943], [-0.50518, 2.24000, -2.10993]]
}

Calculated DFT total energy in order - -6390.19184; -440.69075; -662.71116; -9836.95119 Ha
Calculated energy above the lowest of the compared OMol25 structures with the same formula, charge and spin in order - 0.0; 64.2; 146.3; 0.0 kJ/mol